Record 1
C21H43N2P3RuS as an isolated structure. Source: OMol25; level of theory: the ωB97M-V functional and the def2-TZVPD basis.

* HOMO (spin up / spin down): -19.00 / -20.49 eV
* ΔE to the lowest compared entry with this formula, charge and spin: 1.768 eV
* net charge: +4
* DFT total energy: -66693.4796 eV
* 2S+1: 5
* LUMO (spin up / spin down): -13.59 / -15.17 eV

Each line ends with the Löwdin spin population.
Cartesian coordinates (Å):
Ru -0.25892 0.29518 0.15412  0.888
P 1.44006 1.51645 0.88635  -0.005
P -1.55096 0.54837 2.00619  0.007
P -1.25040 2.04659 -0.67231  0.044
H -0.32124 -1.26012 -4.50274  0.008
C 0.10903 -0.51818 -3.77310  0.062
C 1.31613 0.03117 -4.46135  0.332
H 1.51498 -0.56470 -5.34265  0.009
C 2.89613 0.45021 1.08890  0.003
C 1.40933 2.51354 2.44681  -0.004
C 2.14889 2.76606 -0.25953  0.009
C -3.08934 -0.42351 1.76662  -0.002
C -1.00549 -0.06142 3.65569  0.004
C -2.35735 2.08948 2.71135  0.004
C -0.55108 2.39031 -2.30332  0.055
C -1.24044 3.73649 0.06392  -0.003
C -3.04074 1.86633 -1.03407  -0.001
H -0.71812 0.19567 -3.66466  0.005
H 1.23470 1.06919 -4.76545  0.020
H 2.74259 -0.48916 0.53317  0.001
H 3.08726 0.21570 2.14693  0.000
H 3.78289 0.96157 0.67466  0.000
H 1.13046 1.90325 3.31397  0.000
H 0.70448 3.35083 2.35856  0.000
H 2.41836 2.92473 2.61617  -0.001
H 2.32053 2.29859 -1.23525  0.001
H 3.11854 3.09128 0.14353  0.001
H 1.50757 3.64549 -0.38506  0.000
H -3.79790 -0.18945 2.57083  0.000
H -2.85813 -1.49458 1.79313  0.000
H -3.54710 -0.18049 0.79965  0.000
H -1.78720 0.14527 4.40014  0.000
H -0.08756 0.44226 3.97905  0.000
H -0.83048 -1.14215 3.64055  0.001
H -2.86325 1.80725 3.63782  0.000
H -3.10113 2.50781 2.02967  0.000
H -1.60166 2.84346 2.95223  0.000
H -1.01290 3.28633 -2.74664  0.009
H -0.76136 1.53390 -2.94732  0.001
H 0.53806 2.52774 -2.26185  0.000
H -1.83482 4.38666 -0.58966  0.000
H -0.22999 4.13484 0.14624  0.000
H -1.69508 3.74108 1.05562  0.000
H -3.30418 2.54640 -1.85860  -0.001
H -3.65958 2.11005 -0.15994  0.000
H -3.26410 0.83683 -1.34164  0.000
C 1.75283 -1.97187 -2.66444  0.268
C 0.40398 -1.30188 -2.47445  0.080
C -0.71899 -2.22967 -2.33507  0.331
C -0.53377 -3.58637 -2.29729  0.089
C 0.76473 -4.13812 -2.26381  0.274
C 1.88264 -3.32812 -2.42285  0.255
S 3.14512 -1.14293 -3.23374  0.993
H 2.46481 0.01600 -3.95382  0.079
H 0.42960 -0.52890 -1.60443  0.041
H -1.72820 -1.80204 -2.26288  0.010
H -1.40322 -4.25740 -2.18717  -0.001
H 0.91973 -5.20632 -2.13406  0.009
H 2.90288 -3.71643 -2.39801  0.010
C 1.75087 -1.83240 3.11967  0.001
C 0.89490 -2.32366 2.02049  0.017
N 0.05910 -1.72869 1.15003  0.053
C -0.71096 -2.74178 0.61161  0.011
C -0.19641 -3.95236 0.97466  0.014
N 0.80823 -3.67031 1.87030  0.009
H 1.46703 -2.32838 4.05919  0.000
H 2.79824 -2.07782 2.90716  0.001
H 1.64559 -0.75816 3.26032  0.000
H -1.53908 -2.54037 -0.03916  0.004
H -0.43998 -4.94764 0.64314  0.002
H 1.38085 -4.33696 2.38790  0.000

Record 2
One molecule with the formula C6H10N2O2. Source: OMol25; level of theory: the ωB97M-V functional and the def2-TZVPD basis.

* HOMO: -9.33 eV
* ΔE to the lowest compared entry with this formula, charge and spin: 4.455 eV
* net charge: 0
* DFT total energy: -13455.4863 eV
* LUMO: 0.87 eV

Each line ends with the Mulliken charge.
Cartesian coordinates (Å):
C -3.07150 -0.63401 -0.43549  0.466
C 0.46259 -0.47969 -1.01606  -0.454
C -0.06298 0.89850 -0.54986  -1.206
C 1.22245 -1.08298 0.09102  -0.652
C -1.12389 1.01936 0.49946  -0.116
C -2.43306 0.54148 0.07440  0.718
N -2.21228 1.91351 0.17271  -0.561
N 0.45385 -1.58522 1.25418  -0.518
O -3.26357 -1.44127 -1.28948  -0.553
O -3.23139 -0.49369 0.85918  -0.449
H -0.34404 -1.09704 -1.40720  0.325
H 1.04248 -0.23334 -1.97912  0.298
H 0.79956 1.48818 -0.46324  0.539
H -0.51294 1.23324 -1.43147  0.305
H 1.58463 -1.92491 -0.45360  0.316
H 1.95713 -0.43720 0.54453  0.432
H -0.82004 0.82334 1.52936  0.388
H -2.72904 2.47899 0.83032  0.282
H 1.25200 -1.64092 2.00313  0.237
H 0.08084 -2.49012 1.18780  0.203

Record 3
C30H22F4O6V as an isolated structure. Source: OMol25; level of theory: the ωB97M-V functional and the def2-TZVPD basis.

* HOMO: -4.89 eV
* ΔE to the lowest compared entry with this formula, charge and spin: 0.000 eV
* net charge: -1
* DFT total energy: -80312.1316 eV
* LUMO: 2.36 eV

Each line ends with the Mulliken charge.
Cartesian coordinates (Å):
O -14.95965 17.01509 -15.48826  -0.474
V -16.13858 16.27584 -16.12816  1.180
O -15.72739 16.02565 -17.64826  -0.673
C -18.91625 19.08584 -14.80930  -1.104
C -18.23293 17.95211 -15.08598  1.035
C -18.21933 16.79860 -14.11832  0.684
O -17.30950 15.90910 -14.34493  -0.486
C -19.10930 16.75677 -13.09973  -0.901
C -19.98962 17.86422 -12.82189  0.354
C -19.94224 19.06704 -13.78774  0.594
O -20.75072 19.95423 -13.65863  -0.611
O -20.66200 17.94584 -11.81782  -0.640
O -17.52454 17.76759 -16.16804  -0.830
H -18.96777 19.89086 -15.53062  0.398
H -19.17244 15.89260 -12.44988  0.420
F -14.97650 14.20123 -15.53979  -0.029
C -13.67984 13.94088 -15.23744  0.047
C -12.87915 13.35422 -16.19811  -0.571
C -11.60297 12.95006 -15.83728  -0.321
C -11.16387 13.10265 -14.52575  -0.681
C -11.98324 13.72710 -13.59359  -0.509
C -13.20754 14.26815 -13.98567  -0.266
H -13.30029 13.13621 -17.17212  0.490
H -10.99433 12.42764 -16.56395  0.456
H -10.22260 12.68318 -14.19430  0.406
H -11.74342 13.78577 -12.53995  0.440
H -13.85979 14.75273 -13.26912  0.463
F -17.42117 14.37540 -16.53045  0.234
C -17.89853 13.13801 -16.23121  0.164
C -18.22341 12.30457 -17.27001  -0.691
C -18.73667 11.05855 -16.95919  -0.385
C -18.97862 10.70909 -15.62895  -0.505
C -18.68175 11.60393 -14.61229  -0.527
C -18.12957 12.83767 -14.90619  -0.172
H -18.09537 12.61844 -18.29726  0.434
H -19.02812 10.36435 -17.73654  0.358
H -19.36370 9.71856 -15.42434  0.368
H -18.88586 11.33569 -13.58345  0.365
H -17.89874 13.59380 -14.16430  0.496
F -9.32773 14.25874 -18.69035  -0.369
C -10.61726 14.43343 -19.06674  0.211
C -11.37992 15.37962 -18.42206  -0.169
C -12.69303 15.58140 -18.81309  -0.504
C -13.23602 14.78312 -19.80808  -0.458
C -12.48267 13.78159 -20.41018  -0.439
C -11.16218 13.57093 -19.99992  -0.329
H -10.88684 16.01573 -17.69594  0.475
H -13.26335 16.40402 -18.40423  0.348
H -14.26064 14.90879 -20.13635  0.431
H -12.87600 13.22150 -21.24736  0.391
H -10.62310 12.70200 -20.35768  0.411
F -12.93082 16.65415 -10.10767  -0.356
C -12.79049 17.09028 -11.38214  0.458
C -13.76938 17.87767 -11.95847  -0.574
C -13.54044 18.39143 -13.22730  -0.302
C -12.35028 18.10314 -13.87909  -0.498
C -11.42363 17.23344 -13.31925  -0.215
C -11.64666 16.72401 -12.05962  -0.575
H -14.64540 18.14832 -11.38142  0.465
H -14.28078 18.96022 -13.77038  0.373
H -12.21577 18.48761 -14.88237  0.357
H -10.52376 16.97932 -13.86433  0.394
H -10.92427 16.11998 -11.52281  0.459

Record 4
C51H37BrF4P3Pt as an isolated structure. Source: OMol25; level of theory: the ωB97M-V functional and the def2-TZVPD basis.

* HOMO (spin up / spin down): -15.63 / -16.24 eV
* net charge: +3
* DFT total energy: -165484.4391 eV
* 2S+1: 5
* LUMO (spin up / spin down): -7.19 / -10.44 eV

Each line ends with the Löwdin spin population.
Cartesian coordinates (Å):
Pt 0.94325 -0.54695 0.36330  0.998
F 5.26436 -4.89081 -3.38476  0.000
C 4.20260 -4.38286 -2.79983  0.000
C 2.95656 -4.96453 -2.97671  0.001
F 2.82535 -6.03819 -3.72787  0.001
C 1.84839 -4.40588 -2.35361  0.006
F 0.68218 -5.01628 -2.53495  0.001
C 1.93399 -3.26835 -1.55693  0.024
P 0.42634 -2.54614 -0.83567  0.198
C -0.18567 -3.73093 0.35522  0.046
C -1.54396 -3.76991 0.67832  0.026
C -1.99733 -4.68195 1.61562  0.000
C -1.09977 -5.53556 2.24676  0.036
C 0.25690 -5.47537 1.95146  -0.001
C 0.71961 -4.57093 1.01202  0.027
C -0.79692 -2.30602 -2.13866  0.035
C -1.66383 -3.33110 -2.52780  0.011
C -2.55198 -3.12683 -3.57177  0.004
C -2.58173 -1.90957 -4.24025  0.005
C -1.74348 -0.87680 -3.84051  0.009
C -0.86518 -1.07318 -2.78798  0.030
C 3.20850 -2.73350 -1.36413  0.003
Br 3.54302 -1.32095 -0.15190  0.126
C 4.32503 -3.26667 -1.97716  0.002
F 5.52635 -2.74565 -1.78071  0.003
H -2.24167 -3.10335 0.18933  0.000
H -3.05177 -4.73840 1.84709  -0.001
H -1.45980 -6.25443 2.96975  0.002
H 0.95021 -6.14170 2.44513  -0.001
H 1.77669 -4.53327 0.77887  0.001
H -1.65625 -4.28437 -2.01986  0.000
H -3.21823 -3.92519 -3.86683  0.000
H -3.25934 -1.76765 -5.07083  0.000
H -1.77203 0.07650 -4.35158  0.001
H -0.22866 -0.25540 -2.46242  0.019
C 0.42304 -0.38640 2.26206  0.408
C 0.43023 -0.33475 3.50344  0.249
C 0.38654 -0.33455 4.88275  0.112
C -0.55421 -1.15665 5.57196  0.083
C -0.59129 -1.14182 6.93975  0.013
C 0.30516 -0.32997 7.65028  0.174
C 1.24071 0.48184 6.99250  0.012
C 1.28491 0.49051 5.62505  0.084
H -1.22628 -1.77888 4.99741  0.002
H -1.30466 -1.75122 7.47579  -0.002
H 0.27550 -0.33221 8.73151  0.008
H 1.91992 1.09389 7.56855  -0.002
H 1.99485 1.10486 5.08830  0.002
C -0.24388 2.78896 -0.61844  0.091
P 1.23476 1.70815 -0.38788  0.156
C 2.21271 2.67781 0.78872  0.018
C 3.11100 2.01564 1.62506  0.005
C 3.93487 2.73039 2.47949  0.000
C 3.85680 4.11492 2.52254  0.002
C 2.94967 4.78304 1.71190  0.001
C 2.13223 4.07104 0.84908  0.007
C 2.10083 1.75949 -1.98026  0.036
C 2.72544 2.94588 -2.37801  0.007
C 3.39182 3.01030 -3.58995  0.002
C 3.45010 1.89432 -4.41469  0.000
C 2.84368 0.71038 -4.02319  0.001
C 2.17586 0.64273 -2.81015  0.016
P -1.80666 2.07324 -1.21523  0.445
C -2.56024 1.13440 0.11689  0.061
C -2.63793 1.71657 1.38697  0.015
C -3.29658 1.05065 2.40496  0.006
C -3.88426 -0.18540 2.16068  0.001
C -3.81032 -0.76063 0.90187  -0.001
C -3.14410 -0.10663 -0.12597  0.008
C -2.87124 3.34957 -1.76295  0.089
C -2.37389 4.47880 -2.45064  0.060
C -3.24286 5.46656 -2.85168  0.004
C -4.61246 5.32501 -2.61926  0.106
C -5.11966 4.19315 -1.98300  0.002
C -4.26352 3.19674 -1.57008  0.065
H 0.07305 3.58041 -1.30292  0.003
H -0.49069 3.23513 0.35096  0.014
H 3.17038 0.93410 1.61393  0.002
H 4.64158 2.20922 3.10964  0.000
H 4.50106 4.67419 3.18611  0.000
H 2.88185 5.86110 1.74628  0.000
H 1.43865 4.62400 0.22828  0.001
H 2.71887 3.81789 -1.73907  0.000
H 3.87716 3.92960 -3.88580  0.000
H 3.97714 1.94731 -5.35700  0.000
H 2.89307 -0.16241 -4.65949  0.000
H 1.72599 -0.29888 -2.51333  0.013
H -2.21560 2.69422 1.58326  0.000
H -3.37422 1.50818 3.38179  0.001
H -4.42045 -0.68983 2.95266  0.000
H -4.29079 -1.71012 0.71053  0.000
H -3.10054 -0.55207 -1.11096  0.002
H -1.31958 4.57699 -2.67276  0.002
H -2.86838 6.34538 -3.35662  -0.001
H -5.29119 6.09780 -2.95405  0.005
H -6.18279 4.09591 -1.81656  -0.001
H -4.65290 2.31436 -1.08118  0.002

> Which of these has the lowest net charge?

C30H22F4O6V

> net charge of number 4 (C51H37BrF4P3Pt)?

+3